# C6H10BN

The molecule C6H10BN at a distorted geometry (ωB97M-V/def2-TZVPD, the OMol25 dataset).

The geometry in XYZ format:
```
18
Properties=species:S:1:pos:R:3:forces:R:3
N -2.108408 -1.308201 -0.615543 0.5353 -0.0711 -0.4654
C 1.985828 -0.049725 1.077135 -0.3578 -0.1361 0.4262
C -0.958463 -1.295503 -1.146204 0.2778 -0.0041 -0.6288
C -2.931196 -1.317029 0.265894 -0.0977 -0.1954 1.4584
C 0.022128 -0.253521 -0.770864 -0.3887 -0.0120 0.3167
C -0.501959 1.167978 -0.973828 0.0691 -0.0354 -0.0632
C -0.475948 -0.690489 1.826771 -0.4601 -0.1337 -0.0837
B 0.436101 -0.406889 0.836452 0.6768 0.2413 -0.8773
H 2.621304 -0.769713 0.568809 0.0318 -0.1325 -0.1169
H 2.201945 0.934435 0.671059 0.0012 0.1646 -0.1097
H -3.915994 -0.887694 0.211792 -0.2982 0.2890 -0.3574
H -1.444824 1.304187 -0.452110 -0.0777 0.0430 0.0660
H 2.252015 -0.045859 2.128199 0.1354 0.0289 0.1228
H -0.699265 -2.107833 -1.807487 0.0082 -0.1343 -0.0589
H 0.923802 -0.391067 -1.369489 0.0383 -0.0644 0.1047
H -0.655199 1.368479 -2.033049 -0.0247 0.0630 -0.1030
H -1.139840 -0.960946 2.611866 -0.1388 -0.0743 0.3037
H 0.207101 1.892708 -0.586685 0.0699 0.1637 0.0656
```
Positions in Å, forces in eV/Å.

Computed properties:
**Gap between HOMO and LUMO (spin up / spin down)**: 7.4 / 7.4 eV
**HOMO (spin up / spin down)**: -7.872 / -7.873 eV
**Relative energy (zero: lowest compared OMol25 entry of this formula, charge and spin)**: 4.8461 eV
**Multiplicity**: 1
**LUMO energy (spin up / spin down)**: -0.44 / -0.44 eV
**Largest force on an atom**: 0.0287 Eh/bohr